Record 1
Molecular formula: C41H49BF6I2N9O4S4Y
Method: DFT, wB97M-V/def2-TZVPD

ORCA input file:
```
! wB97M-V def2-TZVPD RIJCOSX def2/J DEFGRID3
* xyz 0 1
C 5.6780 1.5555 3.8026
H -3.9520 2.1040 1.6933
I 7.0994 2.5475 4.9603
H -0.5924 -7.0261 -2.5049
C 3.8058 -0.7957 -3.7055
N -1.6363 -1.8568 -2.5902
C 4.6738 -0.4732 3.0277
N 2.6796 -0.7442 -1.1661
N 2.4492 1.8256 0.1728
H 1.0146 -6.2442 -0.9373
S 0.3858 -1.8619 3.7476
H 2.2574 -4.6814 -2.9486
C 0.9991 1.6320 3.9821
N -1.3577 2.5744 -2.9049
C -2.9537 -0.1813 0.4087
C -4.1653 -1.8637 -0.3914
H 6.3510 -0.4124 4.3565
H -2.6260 -0.7052 3.8456
H 3.0085 -2.7918 -3.8144
H 4.2288 -0.8033 -4.7025
H -4.4891 -2.5950 -1.1125
F -0.3665 -4.0897 2.5944
N -0.3786 -3.6409 -2.7162
H -0.6796 3.0519 1.5835
C -0.9269 -6.0199 -2.7626
H -5.0066 2.0929 3.1192
C 0.1791 -5.0138 -2.4295
Y 0.8608 -0.2979 0.8073
N -3.1802 -0.9383 -0.6847
H 4.4398 1.2087 -3.2454
H 1.8192 2.4410 -0.3303
H 1.2490 2.3198 5.9973
H -4.9714 -1.6053 3.6400
C 0.0357 3.6397 4.8088
C -0.8566 -2.6842 -1.8652
H 2.1837 2.9886 1.8849
H 1.2305 -4.9867 -4.3609
H 1.5160 2.7630 -2.5856
C 0.5979 -5.2350 -0.9797
C 1.4015 -5.2484 -3.3167
F 0.6663 4.5549 6.8894
C 0.7472 -3.4684 2.9742
O -0.1559 -1.0938 2.5661
H -5.5032 -0.0559 4.2870
C -1.1174 1.2769 -2.5742
C -2.7350 2.7664 -3.0122
H -0.5925 -3.9538 -4.8549
H 0.3207 5.3055 -1.7823
C 4.8102 2.2728 3.0072
H -5.5948 1.4347 1.5797
C -3.3157 1.5808 -2.7829
C -0.2621 2.9146 2.5704
C 2.5788 -1.8245 -1.9505
N -3.8292 -0.5862 1.3695
H -1.3701 4.8585 -1.4840
S 0.3816 0.5544 -2.1883
H -0.0705 3.7949 -0.9285
C -4.5702 -1.6540 0.8702
H -1.1036 4.7278 3.3360
C 3.3500 0.3077 -1.6392
H 1.6626 -6.3077 -3.2781
C 3.9207 0.3227 -2.9026
H -2.1823 0.8483 3.1275
C 1.0142 3.2553 -3.4154
C 3.5684 1.4662 -0.7109
H -1.7865 5.1826 -3.9345
C -0.3805 4.4689 -1.7319
C -5.2910 -0.5976 3.3659
H -0.1113 5.3490 -4.4257
C -0.8368 -3.3508 -4.0004
S -0.5125 -2.5405 -0.1955
H -1.8248 -5.7957 -2.1834
I 4.7680 -2.5502 2.9115
H 3.9120 2.3325 -1.2826
B -2.7011 -0.7929 -2.1583
C -1.6009 -2.2543 -3.9141
H 1.5774 4.1462 -3.6972
H -6.2184 -0.6525 2.7924
C -0.5049 3.8525 3.5510
C 3.0015 2.5315 1.3430
C 3.6887 0.2310 2.3002
S -1.7781 1.0684 0.5390
H 4.8910 3.3533 2.9554
H -3.6840 -1.0379 -2.8288
H -1.0928 4.0390 -5.0959
O 2.7325 -0.4010 1.6597
H 1.3608 -4.5348 -0.6431
H 4.3960 1.1768 -0.0612
C -4.1888 0.1633 2.6302
H 3.6525 3.3494 1.0141
C -4.7172 1.5371 2.2237
C -2.9976 0.2784 3.5706
F -1.4470 4.3685 6.4756
F -0.2810 5.8794 5.4639
O -0.6092 -2.1000 4.7499
N -2.3162 0.6643 -2.5119
H -3.1784 3.7179 -3.2339
H -0.2389 -5.1720 -0.2872
H -4.3570 1.3060 -2.7639
H -5.3089 -2.1759 1.4464
C -0.3989 3.7141 -3.0594
C -0.2506 4.6164 5.9179
H 1.0157 2.5569 -4.2539
C 3.8306 1.6359 2.2495
H -2.1409 -1.7210 -4.6781
N 0.4710 1.8112 2.7690
C 0.8019 2.5174 5.0329
H -3.3365 0.7844 4.4775
F 1.5086 -3.2419 1.8886
C 3.1282 -1.8997 -3.2174
H -1.1871 -6.0072 -3.8219
F 1.4147 -4.2522 3.8081
C 5.6355 0.1678 3.7910
H 1.6025 0.7447 4.1257
O 1.6742 -1.4085 4.1857
C -0.8899 4.6220 -4.1959
H 2.0129 -2.6509 -1.5376
*
```

The calculation puts the gap between HOMO and LUMO at 7.74 eV. The energy above the lowest of the compared OMol25 structures with the same formula, charge and spin comes out at 0.601 eV. As for the total energy: -142491.18047 eV. The HOMO energy is -7.51 eV. The LUMO energy is 0.234 eV.


Record 2
Molecular formula: C36H30N6OP2RuSSe2
Method: DFT, wB97M-V/def2-TZVPD

ORCA input file:
```
! wB97M-V def2-TZVPD RIJCOSX def2/J DEFGRID3
* xyz 0 5
C 5.9069 4.0976 1.0823
C 2.6082 5.8728 2.6338
C 4.1408 1.0060 -0.0814
H 6.3912 0.3013 -4.4852
C -2.0762 -2.3019 0.2034
H 5.2369 1.3219 -2.5607
H -2.0473 -4.4225 0.3199
C 6.2457 3.2112 0.0621
N 0.2211 -0.2998 2.3945
C 1.3771 -0.9182 2.7054
H 2.8053 -1.4781 4.1866
H 0.4148 3.6605 -2.5384
H 4.2571 4.5250 -0.8547
C -2.6214 -3.5430 0.5727
C 2.9778 5.1288 3.7479
H -2.1553 1.4348 3.6444
H 5.4489 3.7160 1.9835
C 1.1172 -0.3815 4.9993
H 1.0124 4.9580 -4.5548
C 7.2120 5.0426 -1.1744
H 2.8618 2.0213 2.4087
C 6.7034 0.6548 -1.1322
H 8.2626 -0.1719 0.0685
H 2.5430 6.9511 2.6985
H 5.9179 6.1272 1.7547
H 3.2361 6.0236 -4.7258
H -4.4485 -0.3149 1.3594
C 2.7815 3.1006 2.4754
C 6.8403 5.9241 -0.1723
H 3.3615 3.1664 4.5337
Se -0.2435 2.7008 0.0202
C 2.8195 1.4525 -0.1983
C 3.0642 3.7459 3.6696
C -3.9839 -1.2708 1.1740
N -2.7952 -1.1905 0.5374
C 2.9735 5.4573 -3.8414
N 2.8700 -0.7204 -0.4067
H -1.9602 0.8281 2.0366
C -4.5270 -2.4722 1.5322
C 2.3253 5.2349 1.4373
N 4.1012 -0.3419 -0.2269
C 1.7261 4.8589 -3.7477
H 9.4242 -1.2113 -1.8685
P 1.8934 2.9878 -0.1321
Se 6.4774 0.8048 2.1882
C 6.1907 5.4488 0.9594
H 2.0351 5.8082 0.5653
C 2.4155 3.8478 1.3596
H 7.2054 3.0151 -1.8531
O -2.3480 0.0291 0.2479
C 7.8724 -0.0634 -0.9360
C 6.8116 0.2066 -3.4925
N 2.0706 0.3300 -0.4014
H 7.7433 5.4037 -2.0460
H -4.2177 -4.6077 1.5023
C 6.9128 3.6920 -1.0631
H -0.6807 0.6900 5.4718
C -0.5176 0.2480 3.3681
C 1.3863 4.1302 -2.6172
C 1.8657 -0.9860 3.9858
Ru -0.0555 0.1016 0.1488
C 6.1670 0.7839 -2.4123
C 7.9882 -0.5077 -3.2960
C 3.5523 4.6068 -1.6709
S -0.5731 -2.1659 -0.6208
P 5.8762 1.4387 0.2777
C -3.8234 -3.6392 1.2264
H 8.4861 -0.9675 -4.1400
H 7.0712 6.9779 -0.2643
H 1.9185 -1.3468 1.8686
C 3.8859 5.3335 -2.8020
H -5.4806 -2.4955 2.0380
C -0.0739 0.2317 4.7024
H 4.8582 5.8036 -2.8671
C 2.3014 3.9993 -1.5777
H 1.4702 -0.4014 6.0225
H 3.2026 5.6307 4.6802
C 8.5155 -0.6441 -2.0219
N -1.7200 0.7782 3.0227
*
```

The calculation puts the gap between HOMO and LUMO (spin up / spin down) at 6.81 / 7.59 eV. As for the total energy: -211494.42366 eV. The HOMO energy (spin up / spin down) is -6.43 / -7.69 eV. The LUMO energy (spin up / spin down) is 0.371 / -0.100 eV.


Record 3
Molecular formula: C5H6O2
Method: DFT, wB97M-V/def2-TZVPD

ORCA input file:
```
! wB97M-V def2-TZVPD RIJCOSX def2/J DEFGRID3
* xyz 0 1
H 1.4284 -1.1503 0.8326
H 1.1349 1.4487 -0.2229
H 0.5242 -1.1243 -1.7486
C 0.8649 -0.3308 0.3785
C -0.8385 1.0847 0.0700
O -1.2131 -1.2933 -0.5536
H 0.2183 1.0254 1.9767
C 0.0446 -0.7809 -0.8339
H -1.6108 0.3245 -1.8884
C -0.2218 0.3537 1.2346
C -1.1750 0.1055 -0.9209
O 1.7495 0.6906 -0.0329
H -0.9056 -0.3535 1.7087
*
```

The calculation puts the gap between HOMO and LUMO at 8.43 eV. The energy above the lowest of the compared OMol25 structures with the same formula, charge and spin comes out at 4.988 eV. As for the total energy: -9372.10730 eV. The HOMO energy is -8.96 eV. The LUMO energy is -0.534 eV.


Record 4
Molecular formula: C3H6N3O
Method: DFT, wB97M-V/def2-TZVPD

ORCA input file:
```
! wB97M-V def2-TZVPD RIJCOSX def2/J DEFGRID3
* xyz 1 1
C 1.5734 -0.9816 0.4390
N -1.1749 0.3289 -1.0671
C -0.3336 0.3661 0.1220
C 0.2365 -0.8772 0.7008
H 2.3547 -1.6270 0.7654
O -1.0105 1.2246 0.9968
H -0.7219 0.4650 -2.0392
H -0.1591 -1.5108 1.5406
N 1.9160 -0.0330 -0.4652
N 1.2598 0.8570 -0.8253
H -1.5839 1.2247 -0.8839
H -1.7890 -0.5199 -1.1961
H -0.5677 1.0832 1.9120
*
```

The calculation puts the gap between HOMO and LUMO at 8.11 eV. The energy above the lowest of the compared OMol25 structures with the same formula, charge and spin comes out at 3.540 eV. As for the total energy: -9715.19018 eV. The HOMO energy is -13.18 eV. The LUMO energy is -5.071 eV.


Record 5
Molecular formula: C20H28FFeN5O5
Method: DFT, wB97M-V/def2-TZVPD

ORCA input file:
```
! wB97M-V def2-TZVPD RIJCOSX def2/J DEFGRID3
* xyz 0 5
O -0.4120 -2.2208 -1.2705
N 0.5688 -4.1948 0.8178
H 0.7952 2.6918 -4.1972
F -0.4247 4.1898 2.8429
H -0.3656 -4.3715 4.0819
H 1.3801 5.8415 -1.3793
H 2.1884 3.9262 -2.6661
C -0.6520 -1.2986 -2.1294
N 0.0320 2.3700 -2.3136
Fe -0.0847 -2.1008 0.7487
C 0.1916 4.1991 -0.7153
H 0.2648 -4.6416 -0.0384
H 4.2246 -1.3482 0.7213
H 3.4096 -2.7523 -0.9074
O 2.9148 0.5229 1.9419
H 3.4923 -0.2743 -0.4493
N 2.7060 -2.2795 -0.3534
N -2.3880 -2.7816 0.8423
C 0.0824 -3.8807 3.2081
H -2.2260 -2.8469 4.2212
C -0.0989 2.8531 -1.0171
H -2.7780 -4.2296 2.2873
H -2.7657 -3.3861 0.1246
H 0.6266 -5.7441 2.2965
H -0.1968 5.7561 -2.1312
C -0.5255 0.1348 -1.6348
C -0.3321 3.7285 1.5816
C -1.9731 -2.4587 3.2257
H -0.0677 0.7528 -3.5967
C -0.1777 1.0694 -2.5662
H 0.3023 5.6396 0.8644
C 0.0696 4.6181 0.5903
H 1.1261 -3.6734 3.4544
O -1.2386 -0.1767 0.6057
O -0.9012 -1.4719 -3.3157
H -1.5953 4.3394 -3.2318
C -2.8479 -3.1460 2.1803
C 0.6472 5.1482 -1.7930
H -2.6375 -1.8252 0.6083
H -0.8288 4.5076 -4.8191
H -0.0145 -1.8316 3.2975
H -0.9633 -5.1728 1.8159
C -1.0197 3.8170 -3.9967
H -2.1916 -1.3891 3.2191
C 2.4339 -0.4483 1.3801
C 3.2736 -1.0808 0.2583
H 1.9427 -2.0619 -0.9860
C 1.2433 4.3845 -2.9668
C -0.6151 2.4218 1.3129
C 0.2948 3.2890 -3.4338
N -0.5567 -2.5993 2.9210
H -0.8933 1.7239 2.0887
C 0.0564 -4.8509 2.0226
C -0.5049 1.9720 -0.0075
H 1.5817 -4.1209 0.7900
C -0.7895 0.5622 -0.2963
H -3.8931 -2.8806 2.3715
H 1.4524 5.0552 -3.8008
H -1.6294 2.9949 -4.3718
O 1.2879 -0.9701 1.6622
*
```

The calculation puts the gap between HOMO and LUMO (spin up / spin down) at 8.38 / 7.77 eV. The energy above the lowest of the compared OMol25 structures with the same formula, charge and spin comes out at 0.000 eV. As for the total energy: -75991.59018 eV. The HOMO energy (spin up / spin down) is -8.14 / -7.55 eV. The LUMO energy (spin up / spin down) is 0.237 / 0.214 eV.


Record 6
Molecular formula: CH3NO2
Method: DFT, wB97M-V/def2-TZVPD

ORCA input file:
```
! wB97M-V def2-TZVPD RIJCOSX def2/J DEFGRID3
* xyz 0 1
O -1.1835 0.6326 -1.1315
H 0.8280 -0.5558 1.3806
H 0.5933 -1.2500 -0.4399
O 0.3530 1.9089 -0.4482
N -0.2288 0.8692 -0.5599
H -0.6587 -0.9327 0.7314
C 0.2966 -0.6722 0.4675
*
```

The calculation puts the gap between HOMO and LUMO at 10.76 eV. The energy above the lowest of the compared OMol25 structures with the same formula, charge and spin comes out at 5.478 eV. As for the total energy: -6666.18570 eV. The HOMO energy is -10.31 eV. The LUMO energy is 0.455 eV.


Record 7
Molecular formula: C5H7N
Method: DFT, wB97M-V/def2-TZVPD

ORCA input file:
```
! wB97M-V def2-TZVPD RIJCOSX def2/J DEFGRID3
* xyz 0 1
H 0.6538 2.4971 0.8867
H -1.8008 -1.9494 0.7190
H -0.9488 -2.0871 -0.7564
H -2.3988 -0.9218 -0.7921
H 1.3958 -1.3384 0.3315
C -0.5630 -0.1929 -0.0002
C 1.7536 0.8057 0.1903
C -1.5269 -1.3129 -0.2279
C 0.9961 -0.3658 0.1248
C 0.5112 1.8058 0.0496
H 2.7958 0.9598 0.3213
N -0.7316 1.0861 -0.0421
H 0.7287 2.4930 -0.7754
*
```

The calculation puts the gap between HOMO and LUMO at 10.50 eV. The energy above the lowest of the compared OMol25 structures with the same formula, charge and spin comes out at 1.899 eV. As for the structure (SMILES): CC1=NCC=C1. As for the total energy: -6786.61337 eV. The HOMO energy is -9.39 eV. The LUMO energy is 1.114 eV.


Record 8
Molecular formula: C3H6O
Method: DFT, wB97M-V/def2-TZVPD

ORCA input file:
```
! wB97M-V def2-TZVPD RIJCOSX def2/J DEFGRID3
* xyz 0 1
C -4.2742 0.0631 -2.9415
H -4.0842 0.3978 -4.0135
C 3.2565 -0.1748 1.5275
H 3.0532 -1.0026 0.9358
C 2.3238 0.1273 2.4406
H 4.3312 0.1488 1.2759
O -3.5604 -0.8600 -2.6122
H 1.5946 -0.4470 2.8923
H 2.4208 1.1198 2.9408
H -5.0614 0.6278 -2.4457
*
```

The calculation puts the gap between HOMO and LUMO at 10.61 eV. The energy above the lowest of the compared OMol25 structures with the same formula, charge and spin comes out at 2.792 eV. As for the structure (SMILES): C=C.C=O. As for the total energy: -5252.90239 eV. The HOMO energy is -9.81 eV. The LUMO energy is 0.808 eV.